This record from the OMol25 dataset describes 7 unconnected molecules or ions with the total composition C55H75F6N7O5S at a distorted geometry. The level of theory is wB97M-V/def2-TZVPD.

- SMILES string = CCCCCCCCCC[C@]1(O)[C@@H](N)[C@@](CC)(CCCCO)S(=O)(=O)O[C@]1(CCCF)C(F)(F)C(F)(F)F.c1ccncc1.c1ccncc1.c1ccncc1.c1ccncc1.c1ccncc1.c1ccncc1
- E_LUMO (Ha) = 0.0045
- gap between HOMO and LUMO (eV) = 9.6
- highest occupied orbital energy (eV) = -9.5
- total energy (eV) = -106052.6076

Last column: Löwdin charge in e.
Geometry (Å):
C -1.006361 -3.572222 2.395553  -0.1319
C -1.919615 -4.052167 1.168478  -0.2516
C -1.048270 -4.604155 -0.075885  -0.2059
C -0.375938 -3.363582 -0.827827  -0.2299
C 0.980857 -3.701799 -1.593017  -0.2062
C 1.815765 -2.379721 -2.017591  -0.1903
C 1.204441 -1.639802 -3.296912  -0.1909
C 0.676444 -0.157941 -3.006719  -0.1825
C -0.456478 -0.119203 -1.847336  -0.1853
C -0.803189 1.400376 -1.546430  -0.0989
C -1.742044 1.615922 -0.231577  -0.2878
O -2.099319 0.247300 0.149702  -0.0457
C -3.161997 2.300357 -0.610819  -0.2431
N -3.693780 1.872754 -1.930212  0.0812
C -4.259970 2.213952 0.586487  -0.3591
C -5.231139 3.484194 0.308448  -0.2028
C -6.559688 3.505432 1.184751  -0.0987
C -5.136069 0.896393 0.629165  -0.1454
C -6.215018 0.713200 -0.536625  -0.2014
C -6.135291 -0.678221 -1.309196  -0.1776
C -6.331140 -1.938802 -0.350542  -0.2542
O -7.273582 -1.661624 0.706255  -0.0960
S -3.339702 2.490473 2.152512  0.8191
O -3.734421 1.375450 3.107445  -0.3221
O -3.883286 3.748780 2.806520  -0.3118
O -1.727396 2.606544 2.151540  -0.1926
C -0.953618 2.371498 0.958091  -0.2251
C 0.131007 1.276174 1.476393  -0.0520
C -0.438804 0.392660 2.716672  -0.1262
C -0.014085 0.966485 4.140818  -0.1093
F 0.671506 -0.099081 4.859883  -0.1375
C -0.350279 3.783378 0.555687  -0.1987
F -0.719062 4.270141 -0.729341  0.0608
F -0.887767 4.773861 1.435233  0.0672
C 1.217857 4.001683 0.624760  -0.3572
F 1.476840 5.276333 0.067110  0.0913
F 1.626754 4.127806 1.969664  0.1062
F 1.992274 3.113738 -0.099852  0.1308
H -0.068849 -3.019845 2.065222  0.0536
H -0.670761 -4.438717 3.061581  0.0790
H -1.611701 -2.825698 3.017370  0.0748
H -2.629436 -4.846302 1.576961  0.1010
H -2.591336 -3.179043 0.842112  0.0958
H -0.262392 -5.345584 0.288991  0.1143
H -1.815281 -5.090302 -0.777945  0.0950
H -0.171481 -2.568610 -0.034772  0.0863
H -1.134640 -2.940111 -1.565848  0.1005
H 1.616171 -4.325942 -0.866382  0.1116
H 0.735000 -4.318738 -2.544863  0.0862
H 1.833586 -1.723745 -1.079064  0.1015
H 2.890791 -2.737633 -2.161183  0.0864
H 2.066409 -1.531435 -4.049491  0.0983
H 0.430521 -2.289458 -3.840987  0.0957
H 0.296760 0.344559 -3.953406  0.0976
H 1.572684 0.415956 -2.572177  0.1198
H -1.366071 -0.634435 -2.311347  0.1169
H -0.019483 -0.696999 -0.981922  0.0728
H 0.198141 1.909931 -1.293791  0.1105
H -1.198211 1.944859 -2.466376  0.1073
H -2.789931 -0.095328 -0.445221  0.0903
H -3.020439 3.436239 -0.736031  0.1542
H -3.393239 0.932371 -2.198573  0.0715
H -3.444434 2.528123 -2.676068  0.0861
H -4.622865 4.437154 0.454666  0.1165
H -5.550549 3.502007 -0.794166  0.1200
H -6.709740 4.589650 1.530485  0.0909
H -6.391391 2.918494 2.153464  0.0846
H -7.495596 3.159062 0.652517  0.0768
H -4.560596 -0.081361 0.708324  0.1114
H -5.753192 0.941873 1.595862  0.1185
H -6.169811 1.529718 -1.340141  0.1010
H -7.275678 0.795289 -0.108350  0.1140
H -5.201522 -0.729305 -1.955983  0.1003
H -7.019557 -0.689173 -2.042415  0.1182
H -5.344097 -2.289780 0.085921  0.1077
H -6.746296 -2.792932 -0.984788  0.1191
H -6.847608 -1.825007 1.572491  0.0995
H 0.428773 0.529949 0.684234  0.1126
H 1.076119 1.722332 1.905545  0.1103
H -1.533984 0.135699 2.611979  0.0992
H 0.120193 -0.607867 2.617736  0.1128
H -0.873946 1.344800 4.773750  0.1302
H 0.779187 1.780622 4.009709  0.1236
C 7.516427 -3.996570 -4.651524  -0.0827
C 7.182506 -5.110022 -3.895289  -0.0763
C 5.928718 -5.150614 -3.306903  -0.1517
N 5.017635 -4.173232 -3.422253  0.0555
C 5.366136 -3.107102 -4.157125  -0.1540
C 6.591910 -2.971910 -4.788600  -0.0751
H 8.487441 -3.927790 -5.129065  0.1051
H 7.879500 -5.928218 -3.765776  0.1011
H 5.620038 -6.001523 -2.708722  0.1024
H 4.611090 -2.330719 -4.231642  0.0916
H 6.818081 -2.088236 -5.371747  0.1010
C 0.399280 3.590758 -7.073174  -0.0756
C 0.066724 4.526438 -6.105313  -0.0669
C -0.843318 4.161831 -5.126619  -0.1452
N -1.426881 2.955054 -5.061127  0.0489
C -1.088841 2.069300 -6.010461  -0.1673
C -0.187660 2.334767 -7.028127  -0.0728
H 1.108617 3.837660 -7.855065  0.1072
H 0.504353 5.516473 -6.110052  0.1056
H -1.132556 4.858146 -4.346283  0.1017
H -1.576650 1.102576 -5.935171  0.1006
H 0.048900 1.579570 -7.766839  0.1027
C 4.504659 -2.440595 4.084991  -0.0847
C 5.130412 -3.098486 5.133997  -0.0830
C 4.593282 -2.965914 6.404305  -0.1692
N 3.503417 -2.234100 6.681762  0.0581
C 2.917533 -1.606058 5.649865  -0.1443
C 3.374842 -1.678678 4.343598  -0.0714
H 4.894021 -2.520812 3.075938  0.1032
H 6.014879 -3.700930 4.969015  0.0993
H 5.044916 -3.463559 7.256607  0.0964
H 2.044016 -1.022582 5.901923  0.0822
H 2.860706 -1.152227 3.549523  0.0917
C -3.084397 -6.220841 -4.934161  -0.0772
C -2.810965 -4.913389 -5.306544  -0.0717
C -1.769896 -4.255588 -4.671944  -0.1408
N -1.009954 -4.807332 -3.713705  0.0529
C -1.297122 -6.071723 -3.371324  -0.1478
C -2.313708 -6.816385 -3.947170  -0.0648
H -3.890232 -6.770036 -5.408054  0.1067
H -3.392716 -4.416147 -6.072369  0.1017
H -1.515918 -3.232372 -4.930950  0.0953
H -0.669091 -6.492802 -2.592336  0.1072
H -2.498335 -7.835323 -3.631543  0.1042
C -0.625053 8.897762 0.848054  -0.0701
C -1.039736 9.963240 0.062386  -0.0782
C -1.404869 9.707270 -1.249323  -0.1604
N -1.377716 8.488070 -1.807521  0.0506
C -0.971301 7.475448 -1.026914  -0.1483
C -0.589240 7.625586 0.296629  -0.0684
H -0.332480 9.057271 1.879888  0.1072
H -1.079023 10.969684 0.459599  0.0998
H -1.739030 10.507009 -1.902103  0.0995
H -0.956946 6.502126 -1.504153  0.0854
H -0.272360 6.774037 0.878859  0.0741
C 7.518175 -0.824232 8.197098  -0.0839
C 8.859061 -0.478378 8.126194  -0.0793
C 9.682063 -0.829377 9.184582  -0.1587
N 9.256735 -1.481632 10.277150  0.0493
C 7.954903 -1.802298 10.320768  -0.1554
C 7.052157 -1.500214 9.314147  -0.0786
H 6.841623 -0.568533 7.388948  0.1030
H 9.256591 0.050827 7.269371  0.0993
H 10.739016 -0.584220 9.175137  0.0997
H 7.637872 -2.326894 11.216231  0.1010
H 6.011092 -1.785211 9.401509  0.0994

Force components x, y, z for each atom (eV/Å):
-0.4 0.3 0.0
0.5 -0.1 0.4
-1.1 0.9 0.1
0.1 -0.3 0.0
0.0 0.1 0.0
-0.5 -1.1 0.8
0.8 0.3 -0.5
0.1 -0.4 1.1
0.5 0.5 -2.0
1.3 0.9 1.0
-1.3 -0.6 -2.1
0.3 1.0 1.1
0.6 1.6 -0.1
0.3 0.0 0.8
0.0 0.3 -3.3
-0.3 0.2 0.0
0.6 0.8 1.0
-1.0 -0.7 0.9
-0.7 0.4 -0.9
-1.0 0.4 0.2
0.6 -0.3 -0.7
0.8 -0.2 0.1
-5.2 0.6 7.7
2.1 1.7 -3.3
2.3 -2.3 -2.9
-1.0 -0.1 -1.6
0.8 -2.6 -0.2
0.1 -0.6 1.2
0.8 -0.6 -0.3
0.4 -0.1 -0.6
-1.3 1.4 -0.8
-0.9 2.2 -0.2
0.5 -1.5 1.9
1.2 -2.1 -1.6
1.5 2.3 0.1
-0.4 -2.6 1.0
-0.7 -1.0 -2.9
-1.6 1.4 1.8
-1.1 -0.7 0.2
-0.6 1.1 -1.0
0.9 -1.1 -0.6
0.9 0.9 -0.7
1.1 -1.2 0.2
-1.1 0.9 -0.5
1.4 0.3 0.9
-0.2 -0.9 -1.0
0.9 -0.4 1.0
-0.7 0.9 -1.1
0.6 1.0 1.8
0.0 -0.5 -1.4
-1.4 0.7 -0.2
-1.2 -0.1 0.9
0.9 0.9 1.1
0.6 -0.6 1.2
-1.2 -0.6 -0.9
1.1 0.4 1.0
-1.0 0.8 -0.9
-1.3 -0.7 -0.6
0.4 -0.8 1.2
0.4 0.4 0.3
0.1 -1.6 0.3
-0.1 0.5 0.0
0.1 -0.5 0.4
-0.8 -1.3 0.1
0.8 -0.4 1.5
0.0 -1.6 -0.6
-0.4 0.8 -1.4
1.3 0.3 0.5
-0.3 1.5 0.0
1.2 -0.1 -1.3
0.2 -1.2 1.3
1.6 -0.2 -0.4
-0.9 -0.2 0.9
1.3 0.1 1.0
-1.0 0.4 -0.5
0.6 1.0 0.9
-0.3 0.2 -0.9
-0.5 1.2 0.6
-1.0 -0.1 -0.8
1.3 0.6 0.3
-0.8 1.4 0.2
1.1 -0.6 -0.7
-1.2 -1.0 0.3
0.1 0.0 0.0
0.0 0.1 -0.1
-0.4 0.3 0.1
0.5 0.1 -0.3
-0.3 -0.3 0.3
0.1 -0.1 0.0
-0.1 0.0 0.0
-0.1 0.0 0.0
0.1 0.0 0.0
0.0 0.0 0.0
0.0 0.0 0.0
0.1 0.0 -0.1
0.0 -0.1 -0.1
-0.3 -0.4 0.2
0.4 0.1 -0.3
-0.2 0.2 0.4
0.0 0.1 0.0
0.0 0.0 0.0
0.0 0.0 0.0
0.1 0.0 -0.1
0.0 0.0 -0.1
0.0 0.0 0.0
0.0 0.0 -0.1
0.0 0.0 -0.1
-0.4 0.2 0.2
0.4 -0.1 -0.6
0.1 -0.2 0.7
0.2 -0.1 0.0
0.0 0.0 0.1
0.0 0.0 0.0
0.1 0.0 -0.1
0.2 -0.1 0.0
0.0 0.0 0.1
-0.1 -0.1 0.0
0.0 -0.1 0.0
0.4 -0.1 0.4
-0.8 -0.4 -0.6
0.3 0.5 0.0
-0.1 0.1 -0.1
0.0 0.0 0.0
0.0 0.0 0.0
0.0 0.0 -0.1
0.0 0.0 0.0
0.0 0.0 0.0
0.0 0.0 0.0
0.0 -0.1 0.1
0.0 -0.4 -0.3
0.2 0.1 0.5
-0.2 0.3 -0.4
0.0 0.2 0.1
0.0 0.0 -0.1
0.0 0.0 0.0
0.0 0.0 0.1
0.0 0.0 0.1
0.0 0.2 -0.1
-0.1 0.0 -0.1
-0.1 -0.1 0.0
0.0 -0.3 0.5
-0.4 0.1 -0.5
0.5 0.1 0.1
0.0 0.0 -0.1
0.0 0.0 0.0
0.0 0.0 0.0
0.0 0.0 0.0
0.0 0.0 0.0
0.0 0.0 0.0